An isolated ion of composition C2H3N2S2 and charge +1 at a distorted geometry. Source: the Open Molecules 2025 dataset; level of theory: the ωB97M-V functional and the def2-TZVPD basis.

Results
HOMO, eV: -14.0
LUMO, eV: -5.6
Relative energy (zero: lowest compared OMol25 entry of this formula, charge and spin), kJ/mol: 57.0
Charge: +1
Electronic energy, eV: -26765.1583

Each line ends with the Löwdin charge.
CARTESIAN COORDINATES (ANGSTROEM)
C -0.396 0.244 0.036  -0.53
C 1.667 -0.323 -0.108  -1.06
N 0.341 -0.885 -0.086  0.04
N -1.650 0.590 -0.065  0.20
S 3.150 -0.845 -0.017  0.87
S 0.984 1.413 -0.024  1.02
H 0.220 -1.836 0.217  0.17
H -2.410 0.115 0.394  0.15
H -1.906 1.526 -0.345  0.14

***

A 4-piece molecular cluster, C35H67BN5O10S overall at a distorted geometry. Source: the Open Molecules 2025 dataset; level of theory: the ωB97M-V functional and the def2-TZVPD basis.

Results
HOMO, eV: -11.0
LUMO, eV: -2.9
Relative energy (zero: lowest compared OMol25 entry of this formula, charge and spin), kJ/mol: 523.9
Charge: +1
Electronic energy, eV: -76810.7779

Each line ends with the Löwdin charge.
CARTESIAN COORDINATES (ANGSTROEM)
C 7.602 -2.850 0.295  -0.13
C 7.664 -1.224 0.350  -0.25
C 6.295 -0.731 1.017  -0.23
C 5.795 0.718 0.528  -0.21
C 5.775 0.918 -1.061  -0.21
C 5.157 -0.307 -1.879  -0.16
C 3.537 -0.178 -1.997  -0.12
N 2.912 -0.870 -0.815  0.15
C 1.629 -1.227 -0.750  -0.17
N 0.809 -0.879 -1.898  -0.06
C 0.776 -1.902 -2.972  -0.05
B 0.232 -3.377 -2.569  -0.52
O -0.865 -3.932 -3.350  0.08
O 0.722 -4.208 -1.515  0.09
C -0.498 -0.266 -1.559  -0.18
C -1.082 -0.555 -0.109  -0.45
S -2.298 -1.988 -0.319  0.78
C 0.026 -0.850 1.023  -0.38
C 0.825 0.495 1.486  -0.11
N 0.359 1.725 0.733  -0.10
C 1.481 2.395 0.013  -0.12
N -0.632 -1.390 2.238  -0.03
C -1.753 -0.542 2.719  -0.21
C -2.202 -1.154 4.164  -0.16
C -2.340 0.011 5.249  -0.24
C -1.131 -0.029 6.334  -0.12
N 0.972 -1.848 0.378  0.03
C 1.859 -2.521 1.346  -0.16
C 1.290 -3.913 1.945  -0.14
C 1.959 -5.188 1.228  -0.17
C 0.957 -6.425 1.072  -0.17
O 0.052 -6.478 2.243  -0.09
C 0.835 -7.105 3.265  -0.26
O 0.263 -7.747 4.158  0.06
H 8.558 -3.264 -0.184  0.08
H 7.413 -3.273 1.337  0.08
H 6.668 -3.089 -0.339  0.06
H 8.586 -0.952 0.982  0.12
H 7.863 -0.799 -0.691  0.10
H 5.433 -1.477 0.841  0.08
H 6.486 -0.643 2.141  0.12
H 6.560 1.473 0.945  0.12
H 4.769 0.909 1.012  0.10
H 6.867 1.023 -1.403  0.11
H 5.280 1.925 -1.296  0.12
H 5.429 -1.339 -1.485  0.10
H 5.544 -0.250 -2.960  0.13
H 3.265 -0.646 -2.993  0.11
H 3.322 0.939 -2.026  0.12
H 3.544 -1.049 -0.027  0.12
H 0.071 -1.501 -3.792  0.13
H 1.783 -2.064 -3.516  0.13
H -1.306 -3.180 -3.811  0.10
H 0.008 -4.875 -1.360  0.11
H -1.276 -0.649 -2.317  0.10
H -0.440 0.869 -1.759  0.10
H -1.756 0.339 0.158  0.12
H -1.711 -3.134 0.191  -0.11
H 1.972 0.366 1.424  0.11
H 0.637 0.749 2.595  0.13
H -0.029 2.371 1.441  0.10
H 1.988 3.238 0.586  0.09
H 2.279 1.646 -0.295  0.04
H 1.028 2.856 -0.945  0.09
H 0.024 -1.429 3.044  0.12
H -1.483 0.547 2.930  0.10
H -2.690 -0.567 2.079  0.10
H -3.255 -1.605 4.029  0.11
H -1.543 -2.032 4.488  0.11
H -3.302 -0.095 5.866  0.11
H -2.409 1.048 4.760  0.08
H -1.463 0.265 7.381  0.07
H -0.732 -1.110 6.321  0.07
H -0.283 0.665 6.025  0.06
H 2.866 -2.799 0.853  0.12
H 2.146 -1.856 2.247  0.13
H 0.156 -3.943 2.007  0.11
H 1.664 -3.936 3.036  0.12
H 2.475 -4.885 0.247  0.11
H 2.817 -5.547 1.911  0.11
H 0.302 -6.392 0.144  0.12
H 1.508 -7.426 1.063  0.13
H 1.969 -7.012 3.306  0.16
O -1.128 2.568 -2.862  0.10
C -1.360 2.233 -3.996  -0.47
O -1.878 1.023 -4.339  0.01
C -1.923 0.913 -5.769  -0.16
C -1.911 2.336 -6.277  -0.16
C -1.083 3.050 -5.229  -0.07
H -1.049 0.345 -6.102  0.13
H -2.826 0.379 -6.068  0.13
H -1.514 2.428 -7.289  0.12
H -2.929 2.738 -6.277  0.12
H -0.015 3.006 -5.453  0.14
H -1.406 4.082 -5.095  0.13
O -1.684 3.404 3.240  0.09
C -2.839 3.325 2.897  -0.48
O -3.697 2.370 3.343  0.00
C -4.950 2.497 2.653  -0.14
C -4.986 3.923 2.158  -0.15
C -3.523 4.216 1.896  -0.07
H -4.973 1.771 1.835  0.13
H -5.770 2.282 3.340  0.13
H -5.624 4.059 1.283  0.08
H -5.355 4.582 2.950  0.13
H -3.222 3.917 0.889  0.13
H -3.283 5.263 2.075  0.13
O -7.337 4.131 -0.123  0.11
C -6.784 4.534 -1.113  -0.47
O -5.621 5.240 -1.099  0.02
C -5.301 5.656 -2.433  -0.16
C -6.045 4.699 -3.336  -0.16
C -7.283 4.379 -2.524  -0.07
H -5.629 6.691 -2.563  0.13
H -4.222 5.605 -2.583  0.13
H -6.261 5.117 -4.320  0.12
H -5.454 3.788 -3.479  0.12
H -8.084 5.101 -2.700  0.14
H -7.633 3.364 -2.707  0.13